C15H18F6N3O6PbS4SeSi | the ωB97M-V functional and the def2-TZVPD basis

Positions of all 55 atoms, in Å:
Pb  -0.765145  -1.361116  -0.770175
O  2.653987  2.856720  1.207954
C  3.109721  1.730535  1.755259
C  4.328323  1.824979  2.436645
C  4.885188  0.717276  3.023400
C  4.253270  -0.536607  2.959459
C  3.062513  -0.645012  2.302194
C  2.453043  0.475895  1.687185
C  1.200247  0.255723  1.018397
O  0.641011  -0.866512  0.992497
N  0.605475  1.360484  0.411878
N  -0.503166  1.077562  -0.230580
C  -1.123049  2.160651  -0.727053
S  -0.420706  3.718432  -0.671726
C  -1.608619  4.426717  -1.846562
C  -2.953801  3.783711  -1.585575
S  -2.674634  1.997038  -1.413907
H  1.811806  2.674678  0.756913
H  4.810330  2.791658  2.475190
H  5.830867  0.813383  3.540651
H  4.708490  -1.400994  3.420363
H  2.556685  -1.597124  2.230086
H  -1.241769  4.207241  -2.848569
H  -1.637721  5.502622  -1.684215
H  -3.637444  3.928747  -2.420248
H  -3.415839  4.146693  -0.667900
F  -2.251499  0.804217  -5.463792
C  -1.015889  0.313364  -5.526864
F  -0.321002  0.973896  -6.433346
F  -1.067151  -0.971851  -5.841510
S  -0.254720  0.525397  -3.863212
O  -1.121415  -0.274092  -2.985085
O  -0.237562  1.932041  -3.589431
N  1.144450  -0.110648  -4.123875
S  2.052307  -0.739850  -3.016089
O  3.411657  -0.351860  -3.109687
O  1.431234  -0.687322  -1.686186
C  1.974142  -2.533907  -3.423494
F  2.367668  -2.760876  -4.658477
F  0.700241  -2.945837  -3.277418
F  2.731424  -3.212272  -2.572092
C  -2.074239  -1.194575  4.346379
Si  -2.662926  -2.194293  2.894500
C  -4.290743  -3.044383  3.182148
C  -1.351940  -3.373140  2.290713
Se  -3.140920  -0.620214  1.227366
H  -1.854271  -1.867132  5.179085
H  -2.832355  -0.484003  4.675957
H  -1.159857  -0.645421  4.114744
H  -4.167461  -3.811330  3.951274
H  -4.659862  -3.537082  2.281947
H  -5.047575  -2.339676  3.526828
H  -1.141938  -4.116493  3.063793
H  -0.411888  -2.856705  2.081903
H  -1.676973  -3.919335  1.402361

Force components x, y, z for each atom (eV/Å):
Pb -0.0414 -0.0225 -0.0643
O 0.1002 0.0564 0.0652
C 0.0197 0.0019 -0.0049
C -0.0088 0.0038 -0.0034
C -0.0015 -0.0052 0.0007
C 0.0038 0.0166 -0.0020
C -0.0105 0.0004 -0.0088
C 0.0301 -0.0002 0.0314
C -0.0381 -0.0103 -0.0815
O -0.0125 -0.0129 0.1049
N -0.0476 -0.0356 0.0084
N -0.0283 0.1151 0.0472
C 0.0052 -0.0770 -0.0135
S 0.0162 0.0224 -0.0029
C 0.0025 -0.0062 -0.0036
C -0.0034 0.0065 -0.0095
S 0.0223 -0.0110 -0.0087
H -0.0735 -0.0145 -0.0519
H 0.0033 0.0017 0.0005
H 0.0027 -0.0004 0.0007
H 0.0033 -0.0031 0.0031
H -0.0057 -0.0032 -0.0002
H -0.0001 0.0066 0.0056
H -0.0030 -0.0016 -0.0030
H -0.0022 -0.0045 0.0015
H 0.0031 -0.0043 -0.0015
F -0.0058 0.0042 -0.0021
C -0.0136 -0.0287 0.0006
F 0.0130 0.0154 -0.0020
F -0.0007 0.0065 0.0110
S -0.0526 -0.0151 -0.0003
O 0.0198 0.0340 -0.0111
O 0.0046 -0.0211 0.0062
N 0.0400 0.0442 0.0636
S 0.0142 -0.0072 -0.0651
O -0.0140 -0.0190 -0.0013
O 0.0006 -0.0172 0.0036
C 0.0023 0.0023 0.0445
F -0.0233 -0.0045 -0.0261
F 0.0087 0.0013 -0.0276
F 0.0105 0.0005 0.0121
C 0.0117 0.0364 -0.0267
Si -0.0086 -0.0548 0.0513
C 0.0162 -0.0042 0.0253
C 0.0257 0.0300 -0.0271
Se 0.0796 -0.0044 -0.0112
H -0.0033 -0.0143 0.0040
H -0.0015 0.0037 0.0033
H -0.0048 -0.0022 -0.0060
H 0.0115 0.0030 0.0012
H -0.0037 0.0050 -0.0098
H -0.0125 0.0031 -0.0082
H -0.0312 -0.0079 0.0157
H -0.0302 -0.0032 -0.0089
H 0.0115 -0.0046 -0.0186

Values from the calculation:
- Gap between HOMO and LUMO (alpha / beta): 5.62 / 5.84 eV
- Total charge: +1
- Energy above the lowest of the compared OMol25 structures with the same formula, charge and spin: 0.159 eV

Results of the Mulliken charge analysis, in e, for atoms 1 through 2:
1 Pb 1.43
2 O -0.61